Run w
Molecular formula: C7H14N2
Method: DFT, ωB97M-V with the def2-TZVPD basis set

As for the spin multiplicity: 1. The highest occupied orbital energy (alpha / beta) comes out at -8.118 / -8.117 eV.

Bonds (Å) are listed after each position.
Atoms and positions in Å:
1 C 0.63 -1.26 0.55  C4 1.513, N7 1.500, C9 1.655, H10 1.086
2 C 1.36 0.68 -0.39  C5 1.494, C6 1.441, H11 1.082
3 C -3.01 0.33 0.48  N8 1.451, H12 1.096, H13 1.095, H14 1.091
4 C 0.73 -2.26 -0.58  C1 1.513, H15 1.091, H16 1.092, H17 1.093
5 C 1.63 1.57 0.78  C2 1.494, H18 1.090, H19 1.090, H20 1.097
6 C 0.41 1.12 -1.39  C2 1.441, H21 1.087, H22 1.092, H23 1.173
7 N -0.47 -1.54 1.54  C1 1.500, C9 1.260
8 N -1.56 0.38 0.40  C3 1.451, C9 1.261
9 C -0.84 -0.56 0.84  C1 1.655, N7 1.260, N8 1.261
10 H 1.55 -1.12 1.11  C1 1.086
11 H 2.17 0.04 -0.71  C2 1.082
12 H -3.42 -0.62 0.12  C3 1.096
13 H -3.35 0.49 1.51  C3 1.095
14 H -3.42 1.14 -0.13  C3 1.091
15 H -0.18 -2.25 -1.19  C4 1.091
16 H 1.58 -2.05 -1.24  C4 1.092
17 H 0.86 -3.27 -0.18  C4 1.093
18 H 2.17 1.06 1.57  C5 1.090
19 H 0.70 1.98 1.18  C5 1.090
20 H 2.25 2.42 0.44  C5 1.097
21 H 0.47 0.60 -2.34  C6 1.087
22 H 0.37 2.20 -1.50  C6 1.092
23 H -0.63 0.91 -0.88  C6 1.173

***

Run x
Molecular formula: C7H14N2
Method: DFT, ωB97M-V with the def2-TZVPD basis set

As for the spin multiplicity: 1. The highest occupied orbital energy comes out at -8.566 eV.

Bonds (Å) are listed after each position.
Atoms and positions in Å:
1 C -2.05 -1.31 -1.17  C2 1.491, H7 1.093, H8 1.097, H9 1.084
2 C -0.79 -1.97 -0.73  C1 1.491, C3 1.360, N6 1.370
3 C -0.67 -3.07 0.06  C2 1.360, N4 1.367, H10 1.061
4 N 0.67 -3.27 0.27  C3 1.367, C5 1.370, H11 1.005
5 C 1.30 -2.36 -0.53  N4 1.370, N6 1.310, H12 1.075
6 N 0.46 -1.55 -1.11  C2 1.370, C5 1.310
7 H -1.89 -0.75 -2.09  C1 1.093
8 H -2.26 -0.49 -0.48  C1 1.097
9 H -2.93 -1.94 -1.23  C1 1.084
10 H -1.42 -3.74 0.41  C3 1.061
11 H 1.20 -4.02 0.68  N4 1.005
12 H 2.35 -2.11 -0.45  C5 1.075
13 C -0.17 1.99 -0.43  C14 1.579, H16 1.086, H17 1.087, H18 1.085
14 C 0.09 2.84 0.88  C13 1.579, C15 1.542, H19 1.086, H20 1.089
15 C 1.53 2.53 1.34  C14 1.542, H21 1.084, H22 1.088, H23 1.095
16 H -1.02 1.37 -0.20  C13 1.086
17 H -0.36 2.61 -1.30  C13 1.087
18 H 0.76 1.46 -0.62  C13 1.085
19 H 0.06 3.91 0.70  C14 1.086
20 H -0.56 2.39 1.62  C14 1.089
21 H 1.70 2.95 2.33  C15 1.084
22 H 1.76 1.47 1.36  C15 1.088
23 H 2.24 3.04 0.67  C15 1.095

***

The least stable of them is run w.

***

Run w
Molecular formula: C7H14N2
Method: DFT, ωB97M-V with the def2-TZVPD basis set

As for the spin multiplicity: 1. The highest occupied orbital energy comes out at -8.614 eV.

Bonds (Å) are listed after each position.
Atoms and positions in Å:
1 C -1.37 -0.22 2.27  C2 1.508, H8 1.087, H9 1.098, H10 1.083
2 C -1.49 1.04 1.46  C1 1.508, C3 1.496, H11 1.094, H12 1.098
3 C -0.65 1.18 0.22  C2 1.496, C4 1.370, N7 1.363
4 C 0.63 1.66 0.18  C3 1.370, N5 1.371, H13 1.078
5 N 1.07 1.48 -1.10  C4 1.371, C6 1.374, H14 1.000
6 C 0.01 0.97 -1.81  N5 1.374, N7 1.306, H15 1.076
7 N -1.02 0.77 -1.02  C3 1.363, C6 1.306
8 H -1.86 -0.10 3.23  C1 1.087
9 H -0.31 -0.36 2.54  C1 1.098
10 H -1.59 -1.15 1.75  C1 1.083
11 H -2.51 1.29 1.16  C2 1.094
12 H -1.17 1.89 2.09  C2 1.098
13 H 1.31 2.11 0.89  C4 1.078
14 H 1.88 1.79 -1.59  N5 1.000
15 H 0.05 0.77 -2.87  C6 1.076
16 C 1.74 -2.62 0.17  C17 1.529, H18 1.094, H19 1.092, H20 1.091
17 C 0.64 -2.93 -0.86  C16 1.529, H21 1.089, H22 1.096, H23 1.088
18 H 2.71 -2.58 -0.33  C16 1.094
19 H 1.66 -1.65 0.65  C16 1.092
20 H 1.82 -3.32 1.00  C16 1.091
21 H 0.18 -3.90 -0.68  C17 1.089
22 H 1.09 -3.09 -1.85  C17 1.096
23 H -0.05 -2.11 -1.03  C17 1.088

***

Run x
Molecular formula: C7H14N2
Method: DFT, ωB97M-V with the def2-TZVPD basis set

As for the spin multiplicity: 1. The highest occupied orbital energy comes out at -7.468 eV.

Bonds (Å) are listed after each position.
Atoms and positions in Å:
1 C 0.21 -1.53 1.05  C2 1.515, H7 1.089, H8 1.088, H9 1.093
2 C 0.22 -0.68 -0.20  C1 1.515, C3 1.514, C4 1.370
3 C -0.59 -1.24 -1.35  C2 1.514, H10 1.092, H11 1.088, H12 1.092
4 C 1.31 0.11 -0.46  C2 1.370, C5 1.475, N6 1.390
5 C 2.11 0.69 0.63  C4 1.475, H13 1.158, H14 1.085, H15 1.087
6 N 1.54 0.66 -1.71  C4 1.390, H16 1.008, H17 1.004
7 H -0.76 -2.02 1.17  C1 1.089
8 H 0.38 -0.93 1.94  C1 1.088
9 H 0.97 -2.31 1.02  C1 1.093
10 H -0.92 -0.46 -2.04  C3 1.092
11 H -1.48 -1.75 -0.97  C3 1.088
12 H -0.02 -1.97 -1.92  C3 1.092
13 H 1.37 1.39 1.17  C5 1.158
14 H 2.40 -0.05 1.37  C5 1.085
15 H 2.99 1.21 0.27  C5 1.087
16 H 0.81 0.56 -2.40  N6 1.008
17 H 1.95 1.58 -1.71  N6 1.004
18 C -2.49 0.93 0.51  C19 1.456, H21 1.090, H22 1.092, H23 1.092
19 C -1.15 1.35 0.91  C18 1.456, N20 1.165
20 N -0.39 2.02 1.49  C19 1.165
21 H -2.62 1.10 -0.56  C18 1.090
22 H -2.61 -0.13 0.72  C18 1.092
23 H -3.24 1.49 1.07  C18 1.092

***

Run y
Molecular formula: C7H14N2
Method: DFT, ωB97M-V with the def2-TZVPD basis set

As for the spin multiplicity: 1. The highest occupied orbital energy comes out at -6.585 eV.

Bonds (Å) are listed after each position.
Atoms and positions in Å:
1 C 2.51 1.66 0.94  C2 1.509, H10 1.094, H11 1.095, H12 1.097
2 C 1.46 0.85 0.22  C1 1.509, N3 1.386, C4 1.354
3 N 1.92 0.17 -0.89  C2 1.386, H13 1.019, H14 1.017
4 C 0.17 0.87 0.64  C2 1.354, C5 1.456, H15 1.087
5 C -0.92 0.24 -0.09  C4 1.456, C6 1.505, C7 1.354
6 C -2.08 1.13 -0.43  C5 1.505, H16 1.092, H17 1.100, H18 1.095
7 C -0.99 -1.09 -0.33  C5 1.354, C8 1.509, N9 1.368
8 C -0.62 -2.07 0.76  C7 1.509, H19 1.090, H20 1.097, H21 1.099
9 N -1.58 -1.60 -1.45  C7 1.368, H22 1.013, H23 1.017
10 H 2.10 2.24 1.78  C1 1.094
11 H 3.30 1.00 1.33  C1 1.095
12 H 2.97 2.37 0.24  C1 1.097
13 H 1.26 -0.53 -1.24  N3 1.019
14 H 2.86 -0.21 -0.78  N3 1.017
15 H -0.11 1.49 1.48  C4 1.087
16 H -1.76 2.10 -0.83  C6 1.092
17 H -2.65 1.31 0.49  C6 1.100
18 H -2.78 0.68 -1.14  C6 1.095
19 H 0.34 -2.56 0.59  C8 1.090
20 H -0.62 -1.60 1.74  C8 1.097
21 H -1.40 -2.85 0.81  C8 1.099
22 H -1.71 -2.60 -1.56  N9 1.013
23 H -1.67 -1.00 -2.27  N9 1.017

***

Run z
Molecular formula: C7H14N2
Method: DFT, ωB97M-V with the def2-TZVPD basis set

As for the spin multiplicity: 1. The highest occupied orbital energy comes out at -9.768 eV.

Bonds (Å) are listed after each position.
Atoms and positions in Å:
1 H -3.16 -1.07 -0.68  N2 1.017
2 N -2.18 -0.85 -0.87  H1 1.017, C3 1.292
3 C -1.93 0.41 -0.80  N2 1.292, C4 1.488, H12 1.092
4 C -0.66 0.95 -1.35  C3 1.488, C5 1.516, N10 1.265
5 C 0.56 0.08 -1.17  C4 1.516, C6 1.529, H13 1.092, H14 1.092
6 C 0.72 -0.37 0.28  C5 1.529, C7 1.493, C8 1.878, C9 1.510
7 C 0.28 -1.78 0.50  C6 1.493, H15 1.114, H16 1.090, H17 1.086
8 C -0.45 0.67 1.32  C6 1.878, H18 1.084, H19 1.087, H20 1.086
9 C 2.08 -0.05 0.85  C6 1.510, H21 1.094, H22 1.091, H23 1.090
10 N -0.68 2.16 -1.72  C4 1.265, H11 1.020
11 H 0.24 2.53 -1.98  N10 1.020
12 H -2.68 1.19 -0.61  C3 1.092
13 H 1.43 0.64 -1.50  C5 1.092
14 H 0.42 -0.80 -1.81  C5 1.092
15 H -0.78 -1.84 0.15  C7 1.114
16 H 0.83 -2.47 -0.13  C7 1.090
17 H 0.37 -2.09 1.54  C7 1.086
18 H -1.52 0.77 1.45  C8 1.084
19 H 0.03 1.65 1.27  C8 1.087
20 H -0.23 0.18 2.26  C8 1.086
21 H 2.85 -0.65 0.35  C9 1.094
22 H 2.33 1.01 0.71  C9 1.091
23 H 2.11 -0.28 1.91  C9 1.090

***

The least stable of them is run z.